[1]
# C19H33Br15O10S2

A molecular structure, C19H33Br15O10S2 in a non-equilibrium geometry (ωB97M-V/def2-TZVPD, the Open Molecules 2025 dataset).

Values from the calculation:
2S+1 = 1
Highest occupied orbital energy = -7.82 eV
Orbital gap = 6.92 eV
E = -40901.58953 Eh

```
79
C19H33Br15O10S2 | the Open Molecules 2025 dataset | ωB97M-V/def2-TZVPD
O -0.3720 -2.7768 1.1583
C -0.0959 -2.7332 -0.0242
O -0.8296 -2.0970 -0.8844
C -0.4240 -2.3778 -2.2299
C 1.0288 -2.8764 -2.1676
C 1.1444 -3.3242 -0.7492
H -0.4802 -1.4462 -2.7931
H -1.1065 -3.1125 -2.6572
H 1.6867 -2.0511 -2.4399
H 1.0514 -3.7025 -2.8782
H 2.0911 -3.0066 -0.3120
H 1.0268 -4.4069 -0.7042
O -4.1588 -0.5269 4.2115
C -3.1736 -1.1578 3.8381
O -2.0702 -0.6360 3.2636
C -1.2117 -1.5764 2.6233
C -2.0139 -2.8365 2.7171
C -3.0004 -2.6723 3.8356
H -0.2602 -1.5352 3.1535
H -1.0090 -1.3747 1.5715
H -1.3758 -3.7061 2.8744
H -2.6206 -2.9449 1.8181
H -2.6916 -2.9614 4.8402
H -3.9422 -3.2143 3.7496
O -1.4141 3.2017 -2.3460
S -2.0015 2.3326 -3.3636
O -3.3693 1.8490 -3.2881
O -1.8403 3.1118 -4.8290
C -1.3230 4.4134 -4.8599
C -1.2413 4.9071 -6.2313
C -0.7973 0.9627 -3.6692
H -0.3434 4.3590 -4.3849
H -1.9194 5.1071 -4.2672
H -2.1799 4.6740 -6.7341
H -0.4238 4.3930 -6.7367
H -1.0954 5.9849 -6.3029
H -1.1846 0.3675 -4.4961
H -0.7268 0.3752 -2.7538
H 0.1253 1.4231 -4.0226
O 1.6054 1.8436 -1.2653
S 0.3060 1.4982 -0.6796
O -0.5959 0.6650 -1.3897
O 0.5853 0.8074 0.8718
C 0.3781 -0.6011 0.9744
C 1.2452 -0.9824 2.1346
C -0.5292 3.1238 -0.3076
H 0.5896 -1.1039 0.0307
H -0.6937 -0.7097 1.1406
H 2.1048 -0.3202 2.2369
H 1.5781 -2.0172 2.0534
H 0.6280 -0.9360 3.0318
H -1.3221 2.9661 0.4236
H -0.9811 3.6101 -1.1721
H 0.1596 3.8718 0.0849
C 1.2792 -1.6896 5.2334
Br 3.0709 -2.1769 6.0943
Br 0.5132 -3.2457 4.2667
Br 1.1581 -0.0015 4.1422
H 0.5964 -1.6890 6.0830
C 3.6564 -2.0659 1.3060
Br 2.8528 -3.8956 1.4929
Br 5.5569 -2.1380 0.7235
Br 3.5629 -1.1011 2.9577
H 3.1262 -1.5272 0.5206
C 2.5648 2.5413 1.2341
Br 3.9004 1.4088 2.1047
Br 3.5441 4.2086 0.6962
Br 1.0242 2.9205 2.4555
H 2.2447 1.9878 0.3513
C 3.3874 0.5885 -1.3213
Br 3.3557 1.0808 -3.3302
Br 5.2107 0.1806 -0.6790
Br 2.1937 -0.9193 -1.0650
H 2.9901 1.5177 -0.9127
C -3.6853 0.8661 1.3513
Br -1.7518 0.7132 0.9306
Br -4.4218 -0.9081 1.0866
Br -4.6102 2.1321 0.1718
H -3.8362 1.0878 2.4077
```


[2]
# C19H33Cl2CrN2O4S

A molecular structure, C19H33Cl2CrN2O4S in a non-equilibrium geometry (ωB97M-V/def2-TZVPD, the Open Molecules 2025 dataset).

Values from the calculation:
2S+1 = 4
Highest occupied orbital energy (alpha / beta) = -6.67 / -6.52 eV
Energy relative to the best compared isomer or geometry (same formula, charge and spin) = 199.1 kJ/mol
Orbital gap (alpha / beta) = 6.92 / 6.77 eV
E = -3517.30121 Eh

```
62
C19H33Cl2CrN2O4S | the Open Molecules 2025 dataset | ωB97M-V/def2-TZVPD
O 0.1428 0.9904 -4.3179
C -0.4331 0.8014 -5.3969
C -0.0909 1.6119 -6.6101
C 1.0691 2.4001 -6.5376
H 1.7759 2.2271 -5.7202
C 1.2543 3.4383 -7.4495
H 2.1431 4.0694 -7.3477
C 0.3021 3.6559 -8.4620
H 0.4238 4.5114 -9.1332
C -0.8012 2.7965 -8.6052
H -1.5074 2.9477 -9.4262
C -0.9828 1.7584 -7.6890
H -1.8245 1.0728 -7.7570
H -1.2021 0.0091 -5.5712
C -2.3542 1.8937 -0.8860
C -1.8915 0.8441 0.0457
H -3.2033 2.4461 -0.4820
H -2.6614 1.4309 -1.8283
H -1.5452 2.5901 -1.1114
C -2.4744 0.3557 1.1315
C -3.6708 0.9155 1.8385
H -2.1142 -0.5781 1.5750
H -4.1162 1.7419 1.2793
H -3.3722 1.2970 2.8228
H -4.4279 0.1386 1.9930
Cr -0.0008 -0.0377 -0.2324
Cl 0.9744 2.0115 -0.1143
Cl -0.6667 -0.3996 -2.2723
H 3.8802 0.1569 -3.3425
H 5.4930 0.8935 -1.7019
C 3.0396 0.2172 -2.6388
C 4.6932 1.0204 -0.9628
N 3.5986 0.1147 -1.2851
H 2.3292 -0.5966 -2.8209
C 2.9586 -0.5116 -0.2922
O 1.8041 -1.0138 -0.3974
H 5.0647 0.7658 0.0381
H 3.5044 -0.5884 0.6653
H 2.5284 1.1825 -2.7813
H 4.3536 2.0696 -0.9806
H -1.3240 -5.1267 1.3453
H -0.2826 -6.0554 -0.7617
C -1.7793 -4.3263 0.7531
C -0.7598 -5.2422 -1.3246
N -0.9921 -4.1039 -0.4465
H -1.8011 -3.3995 1.3291
C -0.5391 -2.8792 -0.7157
O -0.6975 -1.9192 0.0861
H -0.1037 -4.9361 -2.1471
H -0.0335 -2.7437 -1.6849
H -2.8019 -4.6226 0.4857
H -1.7073 -5.6174 -1.7371
C 0.6694 1.6425 3.5496
S 1.4436 0.3294 2.6129
C 1.6604 -0.8188 3.9800
O 0.3000 -0.3140 1.8114
H 1.3557 1.9348 4.3470
H -0.2611 1.2594 3.9710
H 0.4900 2.4820 2.8779
H 0.6650 -1.0931 4.3395
H 2.1846 -1.6915 3.5789
H 2.2544 -0.3538 4.7739
```


[3]
# C19H33Cl2N2O4SSn

A molecular structure, C19H33Cl2N2O4SSn in a non-equilibrium geometry (ωB97M-V/def2-TZVPD, the Open Molecules 2025 dataset).

Values from the calculation:
2S+1 = 1
Highest occupied orbital energy (alpha / beta) = -0.57 / -0.57 eV
Energy relative to the best compared isomer or geometry (same formula, charge and spin) = 174.4 kJ/mol
Total charge = -1
Orbital gap (alpha / beta) = 2.66 / 2.66 eV
E = -2687.07062 Eh

```
62
C19H33Cl2N2O4SSn | the Open Molecules 2025 dataset | ωB97M-V/def2-TZVPD
O 1.6157 1.1201 -0.4427
C 1.4209 1.6044 -1.6700
C 1.3862 3.1395 -1.7063
C 1.0908 3.8784 -0.5626
H 0.9116 3.3574 0.3755
C 1.0024 5.2741 -0.6273
H 0.7156 5.8261 0.2690
C 1.2859 5.9413 -1.8235
H 1.2366 7.0328 -1.8680
C 1.6370 5.1996 -2.9624
H 1.8690 5.7111 -3.8981
C 1.6855 3.8040 -2.9008
H 1.9528 3.2105 -3.7776
H 2.2008 1.2640 -2.3838
C 0.3266 -0.3654 -3.1098
C 0.0188 0.8500 -2.2515
H -0.2321 -0.3468 -4.0569
H 0.0382 -1.2908 -2.5969
H 1.4017 -0.4244 -3.3296
C -1.0900 1.6504 -2.4436
C -2.1853 1.3957 -3.4054
H -1.1512 2.5838 -1.8864
H -2.1256 2.1113 -4.2443
H -3.1602 1.5531 -2.9245
H -2.1763 0.3830 -3.8277
Sn -0.5172 0.0217 -0.1826
Cl -1.5011 2.0261 0.6401
Cl -2.3724 -1.0701 -1.2506
C -2.6546 -0.9123 1.8386
O -1.4271 -1.0979 1.5467
N -3.3602 -1.7767 2.5513
C -2.8498 -3.0741 2.9991
C -4.7791 -1.5489 2.8017
H -3.1745 -0.0036 1.4985
H -1.8055 -3.1997 2.7085
H -3.4587 -3.8762 2.5639
H -2.9530 -3.1420 4.0891
H -5.0395 -0.5502 2.4426
H -4.9883 -1.6251 3.8741
H -5.3863 -2.2976 2.2778
H 1.7550 -4.9604 -0.3910
H 4.2954 -3.9466 -0.0934
C 1.7298 -4.1796 -1.1617
C 3.9606 -3.1408 -0.7585
N 2.5091 -3.0181 -0.7252
H 0.6954 -3.8886 -1.3584
C 1.9278 -1.9081 -0.2957
O 0.6549 -1.7782 -0.3398
H 4.3984 -2.1916 -0.4363
H 2.5749 -1.1061 0.0915
H 2.1938 -4.5852 -2.0661
H 4.2923 -3.3738 -1.7782
C -0.0342 0.7071 4.1811
S 1.2843 0.0414 3.1754
C 1.1021 -1.6804 3.6171
O 0.8361 0.1633 1.7460
H 0.2258 0.5069 5.2259
H -0.9827 0.2358 3.9047
H -0.0681 1.7862 3.9996
H 0.0891 -2.0134 3.3607
H 1.8571 -2.2520 3.0655
H 1.2947 -1.7543 4.6934
```